[1]
DFT (ωB97M-V/def2-TZVPD) results for a structure of composition C34H57CoN3O2SSi at a distorted geometry.

Summary:
E_HOMO (spin up / spin down)   -0.2646 / -0.2699 hartree
Molecular weight   658.9 g/mol
Frontier orbital gap (spin up / spin down)   7.63 / 7.76 eV
Spin multiplicity   4
LUMO (spin up / spin down)   0.43 / 0.42 eV

Positions of all 99 atoms, in Å:
O 0.83113 -2.07849 -0.57756
O -1.48652 -1.99411 -4.25089
C 2.04329 -2.31556 -1.51194
C 2.94586 -3.32478 -0.87372
H 2.49255 -1.32056 -1.64576
H 1.67658 -2.65129 -2.48825
H 3.28646 -2.94502 0.08759
H 3.83560 -3.47843 -1.48948
H 2.47610 -4.30148 -0.72142
C -0.19587 -3.15606 -0.42838
C -0.06267 -4.06992 -1.60120
H -1.18694 -2.66002 -0.38222
H 0.01886 -3.64051 0.52681
H -0.28084 -3.53650 -2.52861
H -0.77140 -4.89441 -1.51259
H 0.93631 -4.49977 -1.66029
C -2.75347 -1.68970 -3.66792
C -0.90804 -1.16183 -5.26493
C -3.54611 -2.99344 -3.53410
H -3.29010 -0.96026 -4.29322
H -2.61068 -1.24456 -2.65899
H -3.62340 -3.50118 -4.50961
H -4.55431 -2.77806 -3.16229
H -3.06090 -3.68850 -2.83166
C -1.00388 -1.90926 -6.58697
H 0.15332 -1.01038 -5.00797
H -1.39254 -0.17553 -5.30955
H -0.60850 -2.93056 -6.48814
H -0.43236 -1.38553 -7.35829
H -2.05575 -1.99121 -6.90054
H 0.77951 -1.14502 0.05440
N 1.57648 1.13805 1.92505
C 1.53672 2.40854 2.34326
C 0.38807 3.19939 2.23080
C -0.91068 2.75072 1.98995
C 2.75657 3.01652 2.99000
H 3.64873 2.93545 2.34768
H 2.97811 2.55910 3.97140
H 2.55537 4.08259 3.16191
C -2.03301 3.75687 2.05291
H -2.58807 3.68623 3.00443
H -2.73535 3.63838 1.21363
H -1.59023 4.76002 1.98970
N -1.18691 1.44572 1.83330
C 2.70745 0.31257 2.19701
C 3.74514 0.19771 1.24100
C 3.74923 1.00503 -0.01861
C 4.79078 -0.68751 1.49780
H 5.57175 -0.82061 0.73817
C 4.85325 -1.39141 2.70050
H 5.68841 -2.07655 2.89774
C 3.86509 -1.19842 3.66880
H 3.91760 -1.72209 4.62657
C 2.80119 -0.32780 3.44886
C 1.78170 -0.12671 4.52616
C -2.47002 0.94748 2.20986
C -3.41635 0.61367 1.21426
C -3.09180 0.85731 -0.22080
C -4.67383 0.15428 1.60287
H -5.39295 -0.11156 0.82613
C -4.99177 0.01135 2.95167
H -5.97873 -0.34417 3.24639
C -4.07421 0.37754 3.93167
H -4.31047 0.29395 4.99327
C -2.82187 0.87448 3.58165
C -1.85991 1.33745 4.63585
Co 0.14717 0.27117 0.99414
H 3.50740 0.38967 -0.89708
H 4.74749 1.42745 -0.21235
H 3.03923 1.83595 0.02639
H 1.24916 0.82289 4.41497
H 2.27993 -0.10827 5.50732
H 1.04022 -0.94144 4.53825
H -3.65940 0.18136 -0.86975
H -2.02384 0.69438 -0.42306
H -3.31288 1.88948 -0.52895
H -0.83634 0.98257 4.45148
H -2.16881 0.96045 5.61875
H -1.81532 2.43668 4.69617
H 0.50320 4.25404 2.45548
C 0.33847 0.46602 -1.03745
Si 0.36377 1.98407 -2.11528
H 1.36800 0.15188 -1.28053
H -0.35982 -0.20147 -1.57090
C 1.63345 1.71207 -3.47152
C 0.84007 3.54026 -1.20023
C -1.34304 2.25417 -2.80913
H -1.81430 1.31876 -3.12884
H -1.23900 2.91120 -3.68027
H -1.98490 2.74664 -2.06893
H 2.57311 1.29159 -3.09157
H 1.85321 2.69091 -3.91620
H 1.25310 1.04290 -4.25190
H 1.69929 3.42717 -0.52631
H -0.00742 3.92795 -0.61774
H 1.10814 4.28445 -1.96685
S -0.79561 -3.25099 3.66535
C -0.42741 -2.22256 2.53201
N -0.19315 -1.29295 1.79133

---

[2]
DFT (ωB97M-V/def2-TZVPD) results for a cluster of 9 separate species, C34H57N3O18 in total at a distorted geometry.

Summary:
Structure (SMILES)   C[C@H]1COC(=O)O1.C[C@H]1COC(=O)O1.C[C@H]1COC(=O)O1.C[C@H]1COC(=O)O1.COC(=O)OC.COC(=O)OC.CCCC#N.CCCC#N.CCCC#N
E_HOMO   -0.3718 hartree
Molecular weight   795.8 g/mol
Frontier orbital gap   9.97 eV
Spin multiplicity   1
LUMO   -0.15 eV

Positions of all 112 atoms, in Å:
C 0.13411 -3.05229 -4.47821
C -1.10689 -2.90429 -5.33621
C -1.47289 -1.49029 -5.69021
O -1.31789 -1.49129 -7.06521
C -1.04689 -2.70729 -7.52121
O -0.99789 -3.09529 -8.68521
O -0.90589 -3.52029 -6.54521
H 0.23911 -4.17629 -4.27821
H 0.03311 -2.57829 -3.53321
H 1.08711 -2.73529 -4.93621
H -2.01989 -3.22429 -4.85921
H -0.93989 -0.64429 -5.30821
H -2.51289 -1.38629 -5.45821
C 1.27711 5.03271 0.79779
C 2.11211 4.63671 -0.49021
C 2.07011 3.18271 -0.57821
O 1.03011 3.01671 -1.50621
C 0.92411 4.06071 -2.27621
O 0.26111 4.12171 -3.29321
O 1.52411 5.07571 -1.72121
H 0.26311 4.63671 0.67179
H 1.13411 6.07371 0.94879
H 1.66811 4.64271 1.73279
H 3.07811 5.09571 -0.32921
H 1.93811 2.60171 0.29979
H 3.00111 2.77571 -1.06321
C 0.89211 2.35771 3.91079
C 1.29511 1.74071 5.21079
C 2.75311 1.29471 5.15879
O 3.45311 2.31971 5.81679
C 2.55511 3.02071 6.56779
O 2.87511 3.79471 7.48079
O 1.35811 2.75571 6.17379
H 0.90411 1.56071 3.18179
H 1.45711 3.15471 3.44479
H -0.14689 2.76271 3.98279
H 0.63011 0.97271 5.44879
H 3.11611 1.10671 4.11979
H 2.89711 0.40071 5.83679
C -2.99889 -6.58329 0.84579
C -2.34989 -5.29129 0.49079
C -1.34089 -4.81829 1.58479
O -0.19189 -4.49729 0.82079
C -0.30789 -4.79729 -0.46521
O 0.50011 -4.53829 -1.33921
O -1.55089 -5.34429 -0.69721
H -3.66489 -6.89729 0.06579
H -3.47689 -6.55829 1.79579
H -2.21589 -7.41929 0.88979
H -3.07189 -4.48129 0.27779
H -1.23889 -5.56929 2.40379
H -1.72289 -3.95329 2.16779
C -1.30489 0.96971 -1.53721
O -1.90789 0.05771 -2.32121
C -2.28689 -1.10929 -1.81921
O -1.98189 -1.53829 -0.51321
O -3.10389 -1.82629 -2.53821
C -3.60589 -3.05929 -2.09121
H -1.15889 1.90871 -2.12321
H -0.32189 0.53671 -1.21821
H -2.00189 1.21471 -0.70321
H -4.43389 -3.00229 -1.41421
H -2.76589 -3.62229 -1.65721
H -4.00589 -3.63929 -2.90021
C 4.27911 4.86271 -3.54321
O 3.86011 3.50471 -3.25321
C 3.08511 2.89971 -4.11821
O 2.80311 3.41871 -5.42721
O 2.58411 1.78771 -3.65021
C 1.88211 0.92771 -4.50421
H 3.46411 5.54971 -3.72021
H 4.80011 4.92671 -4.48921
H 4.92311 5.20371 -2.71121
H 2.29411 0.83571 -5.51421
H 0.89011 1.25471 -4.73021
H 1.83411 -0.09029 -4.17821
C 2.47511 -0.46529 -0.78621
C 1.63711 -1.65229 -0.31821
C 0.81311 -1.20329 0.89579
C 1.55311 -1.12129 2.17679
N 2.08811 -1.02729 3.20779
H 2.85711 -0.68329 -1.80121
H 3.35011 -0.29929 -0.08621
H 1.93511 0.49471 -0.96521
H 2.15511 -2.60229 -0.07321
H 0.92611 -2.02029 -1.10221
H -0.03189 -1.89129 1.06279
H 0.39411 -0.21129 0.74779
C -3.29089 3.96471 -0.68921
C -3.25489 4.44671 0.73079
C -2.96989 3.43671 1.85179
C -1.62289 2.75671 1.61279
N -0.63389 2.23571 1.38179
H -3.83589 3.12071 -1.04121
H -2.31089 3.90571 -1.10721
H -3.73089 4.80671 -1.20421
H -4.18289 4.86971 1.00779
H -2.55689 5.24771 0.82479
H -3.70289 2.57471 1.75379
H -2.95889 3.88871 2.85379
C 0.16411 -3.62229 4.31679
C -0.96689 -3.06229 5.18079
C -0.50089 -1.78329 5.95679
C 0.47511 -2.07429 7.04379
N 1.23011 -2.32829 7.87979
H 1.13811 -3.59829 4.85879
H 0.30711 -3.01729 3.41579
H -0.02889 -4.66429 4.11379
H -1.42589 -3.73529 5.90579
H -1.87789 -2.86429 4.67979
H -1.34689 -1.16229 6.40879
H 0.05111 -1.07229 5.30679

---

[3]
DFT (ωB97M-V/def2-TZVPD) results for a structure of composition C34H57N3O3SiTi at a distorted geometry.

Summary:
E_HOMO (spin up / spin down)   -0.4137 / -0.4117 hartree
Molecular weight   631.8 g/mol
Frontier orbital gap (spin up / spin down)   8.56 / 5.87 eV
Net charge   +1
Spin multiplicity   2
LUMO (spin up / spin down)   -2.70 / -5.34 eV

Positions of all 99 atoms, in Å:
O -0.60347 1.49086 0.51750
O -3.07452 -1.96643 -2.55292
C -1.81247 1.49819 1.34221
C -2.45360 2.86546 1.46205
H -1.48507 1.13125 2.32755
H -2.49429 0.75855 0.90392
H -1.81268 3.57900 1.99062
H -3.37300 2.76301 2.04737
H -2.73336 3.29205 0.49332
C -0.61050 2.23703 -0.73838
C -1.75197 1.81832 -1.64469
H 0.36027 2.03689 -1.21548
H -0.64154 3.30904 -0.50396
H -1.84827 0.72950 -1.74782
H -1.57234 2.23406 -2.64087
H -2.70303 2.23306 -1.29732
C -2.43431 -2.85678 -3.48342
C -4.46330 -1.70483 -2.79143
C -1.53267 -2.11844 -4.45689
H -3.18000 -3.45151 -4.04142
H -1.83397 -3.53571 -2.85898
H -2.09260 -1.38027 -5.04243
H -1.09382 -2.83797 -5.15269
H -0.71658 -1.60987 -3.93081
C -4.75829 -1.05023 -4.13058
H -4.76433 -1.04719 -1.96638
H -5.02870 -2.64919 -2.71145
H -4.12663 -0.17395 -4.31115
H -5.79909 -0.71973 -4.13640
H -4.63339 -1.75515 -4.95957
H -2.24173 -2.45047 -0.50935
N 2.17891 2.77369 1.30512
C 3.20173 2.27145 2.23395
C 4.17336 1.40487 1.50345
C 3.88594 0.18967 0.93474
C 3.87752 3.44363 2.97560
H 3.12547 4.03704 3.51142
H 4.42223 4.09242 2.27540
H 4.57657 3.02650 3.71435
C 4.93748 -0.83586 0.60987
H 4.88120 -1.16444 -0.43901
H 4.83151 -1.72865 1.25271
H 5.93185 -0.41190 0.79735
N 2.59230 -0.11550 0.59500
C 1.81922 4.12386 1.12029
C 0.97326 4.78959 2.04494
C 0.58838 4.21792 3.36926
C 0.39548 6.00766 1.69461
H -0.32611 6.46845 2.38028
C 0.68853 6.60523 0.46931
H 0.22300 7.55435 0.20381
C 1.57463 5.99080 -0.41590
H 1.78777 6.44135 -1.39199
C 2.15631 4.76863 -0.10085
C 3.07696 4.13774 -1.10537
C 2.23889 -1.29927 -0.12228
C 1.96267 -2.47787 0.59092
C 1.90822 -2.48290 2.08749
C 1.79043 -3.67156 -0.11040
H 1.61961 -4.58394 0.46621
C 1.82170 -3.68902 -1.50511
H 1.68560 -4.62960 -2.03942
C 2.01950 -2.49872 -2.20939
H 2.01951 -2.49346 -3.30109
C 2.24335 -1.29905 -1.53130
C 2.50617 -0.02084 -2.27002
Ti 1.19392 1.12290 1.25293
H -0.50065 4.10276 3.42170
H 0.85208 4.92054 4.17217
H 1.03080 3.24999 3.59977
H 3.26589 3.08581 -0.87229
H 4.05230 4.64928 -1.15477
H 2.64144 4.21220 -2.11420
H 1.37836 -3.39199 2.40412
H 1.39816 -1.60522 2.51309
H 2.91263 -2.51783 2.53977
H 3.37195 0.52193 -1.86112
H 1.64330 0.66208 -2.22399
H 2.71217 -0.21922 -3.32878
H 5.17401 1.81154 1.38669
C -1.75623 -3.19046 0.15001
Si -2.94964 -4.46010 0.88399
H -0.99431 -3.69751 -0.45550
H -1.22992 -2.64287 0.94265
C -4.51126 -3.55988 1.41775
C -2.16048 -5.32542 2.35601
C -3.39865 -5.79049 -0.37175
H -4.11005 -6.50600 0.06541
H -2.50976 -6.35395 -0.68753
H -3.86205 -5.35613 -1.26768
H -4.31820 -2.94185 2.30484
H -5.31328 -4.26856 1.66380
H -4.86960 -2.90149 0.61501
H -1.67612 -4.60415 3.02719
H -1.40059 -6.04681 2.02488
H -2.91647 -5.87317 2.93574
O 3.06154 1.16899 4.43283
C 2.46188 1.32044 3.37349
N 1.24692 0.81379 2.99966

---

[4]
DFT (ωB97M-V/def2-TZVPD) results for a structure of composition C34H57N4OP2Pb at a distorted geometry.

Summary:
E_HOMO (spin up / spin down)   -0.5620 / -0.5620 hartree
Molecular weight   807.0 g/mol
Frontier orbital gap (spin up / spin down)   3.95 / 3.95 eV
Net charge   +3
Spin multiplicity   1
LUMO (spin up / spin down)   -11.35 / -11.35 eV

Positions of all 99 atoms, in Å:
C 2.52726 -1.33483 -1.26035
C 1.84124 0.73906 -2.11070
C 3.39327 -1.45591 -2.33456
C 2.36771 0.41761 -3.38562
C 3.25388 -0.64560 -3.46756
H 4.05785 -2.31225 -2.32910
H 2.23308 1.15615 -4.17762
H 3.93213 -0.76826 -4.31623
N 1.77410 -0.24232 -1.13446
P 0.91787 -2.72546 0.66526
P 0.64556 2.57363 -0.29633
C 2.50611 -2.44935 -0.22980
H 2.71751 -3.38492 -0.77344
H 3.30107 -2.32529 0.52510
C 1.32997 2.05022 -1.88675
H 1.03015 2.59403 -2.80254
C -1.18359 3.47959 -0.30645
C 2.12609 3.75407 -0.11909
C -0.06426 -3.86641 -0.51878
C 1.36308 -3.54277 2.30242
C -2.29211 2.61599 0.32351
H -2.08793 2.31042 1.35700
H -3.23051 3.19607 0.35005
H -2.50811 1.71475 -0.26207
C -1.10910 4.78380 0.48700
H -0.81288 4.61283 1.53034
H -0.43818 5.52426 0.03907
H -2.10839 5.24590 0.51441
C -1.56014 3.71772 -1.76201
H -2.50293 4.28185 -1.83759
H -0.79412 4.27969 -2.30617
H -1.72212 2.75324 -2.25578
C 2.11293 4.38545 1.27869
H 2.11128 3.58904 2.04561
H 3.03278 4.98773 1.38181
H 1.24190 5.04239 1.43090
C 3.43419 2.91927 -0.28094
H 3.39405 2.01977 0.35829
H 3.58092 2.61824 -1.33047
H 4.30598 3.52605 0.03352
C 1.97941 4.76560 -1.27100
H 1.91987 4.21504 -2.22374
H 1.07313 5.40021 -1.19116
H 2.87894 5.40773 -1.31177
C 0.05660 -3.97927 3.00286
H 0.31871 -4.38867 3.99242
H -0.62837 -3.12705 3.15270
H -0.46765 -4.77143 2.44471
C 2.08523 -2.47938 3.16116
H 3.00092 -2.10951 2.67423
H 1.43462 -1.62369 3.39845
H 2.38063 -2.95262 4.11155
C 2.30409 -4.74878 2.14913
H 3.23022 -4.49146 1.61791
H 2.58075 -5.07980 3.16240
H 1.83067 -5.60247 1.65215
C 0.19925 -3.45055 -1.97645
H 1.22599 -3.68793 -2.28914
H -0.47427 -4.01550 -2.64091
H 0.00800 -2.38028 -2.13753
C -1.54479 -3.62950 -0.17674
H -1.84726 -2.60578 -0.43441
H -2.16573 -4.32585 -0.75963
H -1.74719 -3.79083 0.89152
C 0.29598 -5.35198 -0.37517
H 1.36534 -5.53927 -0.55083
H 0.00136 -5.77435 0.59423
H -0.26267 -5.90869 -1.14586
Pb -0.04250 -0.05607 0.73984
C 2.24691 1.19878 2.41809
O 3.22025 1.21947 3.02863
N -1.72679 -0.41637 -1.26408
C -2.30950 -0.50642 -2.30317
C -2.36633 -0.09798 -3.76543
C -1.46460 1.09325 -4.21920
C -1.72962 -1.26718 -4.54197
C -3.83448 0.26949 -4.06122
H -1.71398 2.05332 -3.77728
H -0.38868 0.94764 -4.01142
H -1.59229 1.23297 -5.31495
H -1.94759 -2.27243 -4.17489
H -1.90504 -1.26340 -5.62709
H -0.63711 -1.16924 -4.41282
H -4.01033 0.31993 -5.14637
H -4.60404 -0.37365 -3.60022
H -4.09710 1.27797 -3.68532
N -3.68810 0.82051 6.61448
C -3.00633 0.69041 5.44767
C -3.40237 -0.24716 4.46962
C -2.65316 -0.35887 3.30332
N -1.53870 0.37469 3.07783
C -1.16390 1.29111 3.99805
C -1.86660 1.49014 5.18906
H -4.49242 0.25031 6.82172
H -3.39773 1.49065 7.32076
H -4.27547 -0.87466 4.62464
H -2.94498 -1.05470 2.51532
H -0.28229 1.89449 3.77374
H -1.53452 2.23361 5.90299